The following is a DFT calculation (ωB97M-V/def2-TZVPD) of a structure of composition C17H27N4O2SSn.

XYZ file:
```
52
Properties=species:S:1:pos:R:3:forces:R:3:mulliken_charge:R:1
Sn 2.4261 0.6700 1.6518 -0.21 0.02 -0.07 0.687
C -2.3852 2.1692 -2.8704 0.03 -0.01 -0.03 -1.288
C -1.7601 1.1709 -1.9075 0.03 -0.01 -0.05 -0.459
N -1.1216 1.8194 -0.7512 -0.03 -0.07 0.05 0.216
C -2.0264 2.4606 0.2051 -0.03 0.02 0.05 -1.104
C -2.5493 1.4726 1.2370 0.05 -0.01 0.01 -0.631
C 0.1881 1.7483 -0.5630 0.04 -0.08 -0.08 0.834
S 0.8920 2.5266 0.8396 0.13 0.08 0.08 -0.411
N 0.9375 1.2119 -1.5291 -0.07 0.13 0.01 -0.399
C 1.9890 0.4641 -1.3736 -0.03 -0.11 0.15 0.417
O 2.2918 -0.1462 -0.2664 0.13 0.05 -0.06 -0.652
C 2.8636 0.2201 -2.5377 0.02 -0.01 -0.04 0.572
C 3.9265 -0.6741 -2.4318 0.00 0.00 0.03 -0.386
C 4.7576 -0.8924 -3.5169 0.02 -0.01 -0.01 -0.694
C 4.5350 -0.2161 -4.7079 -0.01 0.01 0.00 -0.406
C 3.4775 0.6781 -4.8171 0.00 0.00 0.00 -0.633
C 2.6402 0.8944 -3.7376 0.00 -0.01 0.01 -0.324
H -2.6686 1.6514 -3.7857 -0.02 -0.01 -0.01 0.410
H -1.6696 2.9482 -3.1324 0.02 0.00 -0.01 0.327
H -3.2826 2.6390 -2.4719 0.00 0.03 0.03 0.386
H -0.9986 0.5909 -2.4181 -0.01 -0.01 0.03 0.400
H -2.5070 0.4732 -1.5213 -0.02 0.03 -0.01 0.259
H -2.8448 2.8951 -0.3663 0.00 -0.03 -0.01 0.296
H -1.5039 3.2812 0.6891 -0.02 0.00 -0.02 0.546
H -3.1099 0.6637 0.7677 -0.01 -0.02 -0.02 0.338
H -3.2145 1.9791 1.9352 -0.01 0.01 0.02 0.457
H -1.7200 1.0404 1.7994 -0.03 0.03 -0.02 -0.123
H 4.0953 -1.1945 -1.4997 -0.01 0.00 0.00 0.385
H 5.5814 -1.5878 -3.4341 0.01 -0.01 0.00 0.411
H 5.1875 -0.3855 -5.5540 0.00 0.00 -0.01 0.400
H 3.3083 1.2063 -5.7454 0.00 0.00 -0.01 0.411
H 1.8137 1.5870 -3.8102 -0.01 0.01 0.00 0.454
C -1.9475 -1.5017 4.4237 0.01 -0.07 0.03 -1.196
N -0.9174 -0.8021 3.6625 -0.09 0.01 0.05 0.170
C -0.3535 0.4044 4.2801 -0.02 0.04 -0.06 -0.922
C -0.2966 -1.2261 2.5397 0.13 0.17 0.13 0.746
O 0.7088 -0.5356 2.1836 0.04 -0.25 -0.26 -0.568
N -0.6568 -2.2875 1.7921 0.01 0.02 0.00 0.161
C 0.1829 -2.6979 0.6682 0.05 0.02 -0.03 -0.837
C -1.8095 -3.1734 1.9140 -0.04 0.01 0.04 -0.992
H -2.0431 -1.0080 5.3855 0.03 -0.03 0.01 0.330
H -1.6727 -2.5375 4.6184 -0.03 -0.02 -0.05 0.438
H -2.9217 -1.4551 3.9380 -0.01 0.01 0.04 0.375
H -1.0010 0.7055 5.0968 -0.02 0.01 -0.01 0.358
H -0.3013 1.2218 3.5603 0.00 -0.03 0.06 0.209
H 0.6465 0.2161 4.6747 -0.01 0.01 0.01 0.309
H 0.9843 -1.9956 0.4919 0.04 0.04 0.02 0.022
H -0.4326 -2.7553 -0.2309 0.00 -0.01 0.00 0.344
H 0.5974 -3.6886 0.8651 0.00 0.01 -0.01 0.344
H -2.5189 -2.8621 2.6606 -0.02 0.04 0.01 0.343
H -1.4711 -4.1848 2.1470 -0.02 0.01 0.01 0.339
H -2.3252 -3.2017 0.9529 0.02 0.00 0.01 0.332
```
Positions in Å, forces in eV/Å.

Values from the calculation:
Relative energy (zero: lowest compared OMol25 entry of this formula, charge and spin) (kJ/mol): 0.0
Charge: +1
Highest occupied orbital energy (eV): -11.7
HOMO-LUMO gap (eV): 8.9